[1]
The following is a quantum chemistry calculation of C33H46NORuSSbSeSi3 as an isolated structure at a distorted geometry, from OMol25.

Values from the calculation:
E_HOMO (alpha / beta) (eV): -14.043 / -14.010
LUMO energy (alpha / beta) (eV): -7.5 / -7.6

The geometry in ORCA input format:
```
! RIJCOSX wB97M-V def2-TZVPD def2/J DEFGRID3
* xyz 2 1
Ru 0.539 0.527 1.141
C 1.170 3.708 1.838
O 0.389 2.511 1.999
Si -1.319 2.366 2.155
C -2.057 2.934 0.529
C -2.170 3.300 3.511
C -1.065 0.506 2.368
Si -0.617 0.104 4.229
C 0.639 1.309 4.913
C 0.084 -1.611 4.476
C -2.273 0.161 5.104
Si -2.326 -0.604 1.476
C -4.080 0.000 1.703
C -1.709 -0.511 -0.307
C -2.237 -2.416 1.905
H 0.989 4.142 0.854
H 2.219 3.442 1.940
H 0.891 4.408 2.624
H -2.219 4.013 0.589
H -3.025 2.482 0.321
H -1.403 2.751 -0.324
H -2.226 4.359 3.255
H -1.716 3.210 4.493
H -3.198 2.936 3.579
H 1.501 1.406 4.248
H 1.007 0.911 5.860
H 0.261 2.310 5.109
H 1.038 -1.766 3.973
H -0.592 -2.419 4.203
H 0.279 -1.703 5.548
H -2.770 1.127 5.080
H -2.111 -0.100 6.152
H -2.958 -0.583 4.695
H -4.217 1.060 1.498
H -4.415 -0.183 2.725
H -4.750 -0.549 1.039
H -1.704 0.485 -0.748
H -2.321 -1.168 -0.934
H -0.695 -0.943 -0.421
H -2.478 -2.645 2.941
H -1.240 -2.790 1.680
H -2.937 -2.970 1.277
Se 2.317 -0.840 1.604
C 2.336 -2.754 1.791
C 3.610 -3.271 1.556
C 3.794 -4.640 1.707
N 2.825 -5.476 2.053
C 1.625 -4.961 2.288
C 1.320 -3.611 2.174
H 4.443 -2.642 1.275
H 4.771 -5.075 1.534
H 0.855 -5.660 2.592
H 0.331 -3.266 2.425
S 1.192 1.585 -0.765
Sb 0.824 0.599 -2.911
C 0.328 -1.415 -2.754
C -0.834 -1.916 -3.329
C -1.127 -3.267 -3.202
C -0.264 -4.104 -2.510
C 0.905 -3.603 -1.953
C 1.207 -2.257 -2.076
C 2.711 0.810 -3.765
C 3.806 0.404 -3.003
C 5.084 0.520 -3.526
C 5.267 1.048 -4.796
C 4.179 1.457 -5.550
C 2.894 1.340 -5.039
C -0.678 1.715 -3.821
C -2.003 1.468 -3.457
C -3.019 2.242 -3.992
C -2.717 3.264 -4.880
C -1.401 3.524 -5.228
C -0.376 2.754 -4.698
H -1.502 -1.277 -3.894
H -2.025 -3.666 -3.653
H -0.496 -5.156 -2.418
H 1.587 -4.264 -1.435
H 2.125 -1.876 -1.640
H 3.675 0.019 -1.997
H 5.937 0.204 -2.943
H 6.266 1.141 -5.200
H 4.326 1.864 -6.541
H 2.056 1.633 -5.655
H -2.252 0.675 -2.763
H -4.047 2.048 -3.720
H -3.513 3.862 -5.303
H -1.168 4.329 -5.910
H 0.645 2.985 -4.966
*
```

Here are the Mulliken charges for atoms 1 to 6, given in e: number 1, Ru, carries 1.032; number 2, C, carries -1.147; number 3, O, carries -0.176; number 4, Si, carries 0.124; number 5, C, carries -1.072; number 6, C, carries -1.119

---

[2]
The following is a quantum chemistry calculation of C2H15FHfO6 as an isolated structure at a distorted geometry, from OMol25.

Values from the calculation:
E_HOMO (eV): -16.836
LUMO energy (eV): -12.0

The geometry in ORCA input format:
```
! RIJCOSX wB97M-V def2-TZVPD def2/J DEFGRID3
* xyz 2 1
Hf -17.450 -4.699 23.890
F -19.038 -5.415 25.451
C -18.617 -2.604 27.367
C -17.569 -2.012 26.454
O -17.121 -2.913 25.436
H -18.321 -3.640 27.534
H -19.579 -2.430 26.889
H -18.587 -2.143 28.354
H -16.663 -1.602 26.909
H -17.949 -1.148 25.898
O -20.974 -7.247 23.935
H -20.401 -6.793 24.556
H -21.550 -7.784 24.487
O -16.374 -5.682 26.073
H -16.642 -6.526 26.473
H -15.768 -5.284 26.710
O -21.771 -4.371 26.045
H -21.727 -4.866 26.869
H -20.864 -4.116 25.866
O -19.472 -3.283 23.819
H -19.484 -2.316 23.832
H -20.406 -3.543 23.755
O -18.857 -7.529 27.249
H -18.993 -6.746 26.703
H -18.623 -7.186 28.118
*
```

Here are the Mulliken charges for atoms 1 to 6, given in e: number 1, Hf, carries 1.776; number 2, F, carries -0.197; number 3, C, carries -0.559; number 4, C, carries -0.396; number 5, O, carries -0.409; number 6, H, carries 0.108

---

[3]
The following is a quantum chemistry calculation of C11H24N4S3Zr as an isolated structure at a distorted geometry, from OMol25.

Values from the calculation:
E_HOMO (eV): -14.372
Energy above the lowest of the compared OMol25 structures with the same formula, charge and spin (kcal/mol): 0.00
LUMO energy (eV): -7.9

The geometry in ORCA input format:
```
! RIJCOSX wB97M-V def2-TZVPD def2/J DEFGRID3
* xyz 2 1
Zr -0.177 -0.810 -0.632
C 1.662 -0.499 1.980
C 2.699 -0.651 0.871
N 2.142 -0.755 -0.537
C 2.665 0.266 -1.507
C 1.743 1.466 -1.549
N 0.381 0.972 -1.917
C -0.670 2.020 -2.150
C -1.247 2.644 -0.882
C -1.484 1.739 0.327
N -2.021 0.382 0.001
C -2.675 -0.296 1.178
C -1.617 -0.733 2.172
N -0.573 -1.552 1.477
C 0.713 -1.676 2.244
H 1.077 0.421 1.817
H 2.213 -0.286 2.896
H 3.301 -1.542 1.039
H 3.375 0.203 0.888
H 2.406 -1.663 -0.903
H 2.703 -0.204 -2.491
H 3.680 0.559 -1.243
H 2.094 2.201 -2.274
H 1.690 1.957 -0.575
H 0.478 0.477 -2.807
H -1.448 1.519 -2.725
H -0.249 2.793 -2.792
H -2.196 3.100 -1.170
H -0.620 3.469 -0.541
H -2.177 2.231 1.010
H -0.549 1.607 0.892
H -2.709 0.448 -0.743
H -3.220 -1.150 0.782
H -3.388 0.378 1.652
H -2.075 -1.307 2.978
H -1.122 0.127 2.624
H -0.949 -2.490 1.334
H 1.173 -2.622 1.960
H 0.471 -1.732 3.304
S -2.729 -3.507 -0.779
C -1.448 -2.826 -1.501
S -1.551 -1.445 -2.617
S 0.228 -3.236 -1.092
*
```

Here are the Mulliken charges for atoms 1 to 6, given in e: number 1, Zr, carries 0.493; number 2, C, carries -0.325; number 3, C, carries -0.811; number 4, N, carries -0.257; number 5, C, carries -1.155; number 6, C, carries -0.287

---

[4]
The following is a quantum chemistry calculation of a 2-piece molecular cluster, ClH2NOS2 overall at a distorted geometry, from OMol25.

Values from the calculation:
E_HOMO (eV): -9.780
Energy above the lowest of the compared OMol25 structures with the same formula, charge and spin (kcal/mol): 24.89
LUMO energy (eV): -1.1

The geometry in ORCA input format:
```
! RIJCOSX wB97M-V def2-TZVPD def2/J DEFGRID3
* xyz 0 1
N -3.215 -0.136 0.134
O -4.543 1.770 -0.862
S 0.956 -1.038 0.113
S -3.396 1.361 -0.080
Cl -4.281 -1.362 -0.196
H 1.446 -1.924 0.967
H -0.297 -1.020 0.556
*
```

Here are the Mulliken charges for atoms 1 to 6, given in e: number 1, N, carries -0.143; number 2, O, carries -0.439; number 3, S, carries -0.278; number 4, S, carries 0.580; number 5, Cl, carries 0.011; number 6, H, carries 0.140

---

[5]
The following is a quantum chemistry calculation of C6H7NO3S as an isolated structure at a distorted geometry, from OMol25.

Values from the calculation:
E_HOMO (alpha / beta) (eV): -8.140 / -8.139
Energy above the lowest of the compared OMol25 structures with the same formula, charge and spin (kcal/mol): 132.23
LUMO energy (alpha / beta) (eV): -0.8 / -0.8

The geometry in ORCA input format:
```
! RIJCOSX wB97M-V def2-TZVPD def2/J DEFGRID3
* xyz 0 1
C -0.240 -2.203 -0.075
C 0.683 -1.153 -0.175
C 0.152 0.135 -0.324
C -1.748 -0.262 -0.207
C 2.124 -1.459 -0.057
C 0.423 2.480 0.157
N -2.794 0.686 -0.028
O -2.428 1.839 -0.095
O -3.901 0.250 0.134
O 0.793 1.249 -0.522
S -1.898 -1.903 0.096
H 0.069 -3.183 0.314
H 2.264 -2.542 0.393
H 2.629 -1.368 -0.971
H 2.537 -0.714 0.588
H 0.826 2.284 1.150
H -0.587 2.622 0.062
H 1.097 3.242 -0.440
*
```

Here are the Mulliken charges for atoms 1 to 6, given in e: number 1, C, carries -0.542; number 2, C, carries 0.711; number 3, C, carries 0.216; number 4, C, carries 0.029; number 5, C, carries -1.138; number 6, C, carries -0.564

---

[6]
The following is a quantum chemistry calculation of a 2-piece molecular cluster, C3H5BrN2S overall at a distorted geometry, from OMol25.

Values from the calculation:
E_HOMO (eV): -6.845
Energy above the lowest of the compared OMol25 structures with the same formula, charge and spin (kcal/mol): 56.51
LUMO energy (eV): 0.3

The geometry in ORCA input format:
```
! RIJCOSX wB97M-V def2-TZVPD def2/J DEFGRID3
* xyz 0 1
C 0.001 1.316 -0.042
C -0.423 1.459 1.249
C 1.049 -1.088 -0.882
N -1.507 -0.355 0.056
N -0.551 0.187 -0.643
S -1.342 0.184 1.781
Br 0.465 -2.874 -0.831
H 0.920 1.732 -0.494
H -0.310 2.396 1.784
H 1.472 -0.749 -1.804
H 1.732 -0.811 -0.086
H -1.505 -1.397 -0.087
*
```

Here are the Mulliken charges for atoms 1 to 6, given in e: number 1, C, carries -0.263; number 2, C, carries -0.196; number 3, C, carries -0.516; number 4, N, carries -0.371; number 5, N, carries -0.111; number 6, S, carries -0.067

---

[7]
The following is a quantum chemistry calculation of C25H20BCl5CoF6N9O5S2 as an isolated structure, from OMol25.

Values from the calculation:
E_HOMO (eV): -9.293
Energy above the lowest of the compared OMol25 structures with the same formula, charge and spin (kcal/mol): 10.39
LUMO energy (eV): -1.3

The geometry in ORCA input format:
```
! RIJCOSX wB97M-V def2-TZVPD def2/J DEFGRID3
* xyz 0 1
Co 0.339 -0.421 0.274
C -0.224 -0.902 -3.350
C -0.311 0.388 -2.658
C -0.564 1.608 -3.281
C -0.608 2.536 -2.276
N -0.389 1.909 -1.119
N -0.208 0.580 -1.328
B -0.536 2.514 0.282
N -1.617 1.723 1.005
C -2.778 2.096 1.556
C -3.408 0.968 2.022
C -2.551 -0.092 1.707
C -2.827 -1.523 1.999
N -1.458 0.371 1.093
N 0.760 2.259 1.080
C 1.413 3.046 1.936
C 2.518 2.369 2.397
C 2.473 1.120 1.784
C 3.547 0.088 1.905
N 1.380 1.059 0.995
N -0.810 3.993 0.125
C 0.077 5.000 -0.079
C -0.627 6.107 -0.475
C -1.973 5.683 -0.506
C -3.186 6.473 -0.880
N -2.072 4.411 -0.161
H -0.466 -0.756 -4.401
H -0.931 -1.600 -2.928
H 0.771 -1.326 -3.282
H -0.709 1.773 -4.334
H -0.799 3.595 -2.302
H -3.077 3.128 1.544
H -4.363 0.895 2.511
H -3.806 -1.802 1.612
H -2.806 -1.720 3.070
H -2.086 -2.153 1.529
H 1.052 4.035 2.159
H 3.271 2.725 3.077
H 4.504 0.562 1.688
H 3.417 -0.739 1.217
H 3.596 -0.310 2.919
H 1.138 4.855 0.030
H -0.237 7.084 -0.705
H -2.924 7.514 -1.062
H -3.933 6.438 -0.088
H -3.644 6.073 -1.785
F -0.437 -6.390 3.729
C -0.549 -6.185 2.418
F 0.657 -6.303 1.863
F -1.352 -7.108 1.901
S -1.233 -4.496 2.156
O -0.279 -3.609 2.771
O -2.564 -4.532 2.672
N -1.149 -4.492 0.582
S -1.384 -3.429 -0.502
O -2.742 -3.239 -0.908
O -0.685 -2.132 -0.366
C -0.567 -4.435 -1.888
F -0.155 -5.613 -1.456
F -1.466 -4.617 -2.850
F 0.481 -3.812 -2.405
Cl 1.835 -3.460 0.650
C 2.448 -2.387 -0.552
C 2.044 -1.051 -0.616
C 2.852 -0.231 -1.430
Cl 2.793 1.503 -1.402
C 3.846 -0.754 -2.264
Cl 4.784 0.270 -3.281
C 4.105 -2.120 -2.280
Cl 5.288 -2.776 -3.334
C 3.431 -2.934 -1.383
Cl 3.821 -4.606 -1.309
O 1.131 -1.479 2.987
C 0.718 -1.215 1.982
*
```

Here are the Mulliken charges for atoms 1 to 6, given in e: number 1, Co, carries -0.537; number 2, C, carries -1.067; number 3, C, carries 0.594; number 4, C, carries -1.888; number 5, C, carries 0.041; number 6, N, carries 1.306

---

[8]
The following is a quantum chemistry calculation of a single C10H9F2NO3 molecule, from OMol25.

Values from the calculation:
E_HOMO (eV): -8.681
SMILES: O=C(C/C(=N/O)c1ccccc1O)C(F)F
LUMO energy (eV): 0.3

The geometry in ORCA input format:
```
! RIJCOSX wB97M-V def2-TZVPD def2/J DEFGRID3
* xyz 0 1
O -1.068 0.401 2.548
C 0.106 0.148 2.541
C 0.915 -0.214 1.332
C 0.076 -0.865 0.252
N -0.304 -2.047 0.523
O -1.075 -2.702 -0.423
C -0.156 -0.139 -1.012
C 0.306 -0.714 -2.194
C 0.179 -0.059 -3.402
C -0.425 1.188 -3.443
C -0.914 1.760 -2.287
C -0.798 1.105 -1.063
O -1.335 1.719 0.017
C 0.925 0.207 3.852
F 1.971 1.052 3.692
F 1.450 -1.008 4.125
H 1.719 -0.890 1.633
H 1.372 0.706 0.954
H -1.284 -3.552 -0.010
H 0.784 -1.681 -2.148
H 0.550 -0.517 -4.305
H -0.526 1.711 -4.382
H -1.405 2.721 -2.299
H -1.386 1.132 0.789
H 0.325 0.540 4.711
*
```

Here are the Mulliken charges for atoms 1 to 6, given in e: number 1, O, carries -0.622; number 2, C, carries 0.667; number 3, C, carries -0.898; number 4, C, carries -0.017; number 5, N, carries -0.470; number 6, O, carries -0.386

---

Here are the calculated DFT total energy numbers, same order: -5417.8028 -683.7020 -1893.7350 -1387.6802 -911.2427 -3198.8627 -6937.9308 -866.6182 (hartree).